DFT (wB97M-V/def2-TZVPD) results for a molecular structure, C4H12N2O at a distorted geometry.

XYZ file:
```
19
Properties=species:S:1:pos:R:3:forces:R:3:nbo_charge:R:1
N -1.7900 -1.1446 0.8125 2.638 0.058 -2.272 -1.01
C -0.6318 0.0862 0.5188 -0.092 1.507 -0.224 -0.30
C 0.6895 -0.2966 1.1475 0.118 4.063 1.845 -0.15
C 1.9856 0.4327 0.7014 0.876 -2.935 -1.840 -0.09
O 2.3100 0.3434 -0.5701 -0.648 0.585 0.291 -0.69
C -0.5445 0.4686 -1.0459 -1.487 0.104 0.678 -0.23
N -1.8567 0.3574 -1.7022 0.653 -0.744 0.392 -0.81
H -2.3418 -0.7092 1.5306 0.468 -0.037 0.034 0.42
H -0.8655 -1.1446 0.1574 -3.151 -2.095 1.349 0.51
H -1.1490 0.8982 1.0079 0.415 0.172 0.309 0.28
H 0.7223 -0.2958 2.2608 -0.658 -0.493 -0.531 0.24
H 0.9507 -1.4362 0.8157 0.605 -1.683 -0.709 0.01
H 1.7169 1.4214 1.1126 -0.419 0.516 0.224 0.24
H 2.8269 0.0275 1.2891 -0.144 0.301 0.840 0.16
H -0.3211 1.5376 -1.1259 0.952 -0.498 0.110 0.22
H 0.1783 -0.2091 -1.4907 0.159 0.498 -0.388 0.23
H 0.8446 -2.0992 0.2582 0.216 0.469 0.149 0.24
H -2.2258 -0.5327 -1.3704 -0.501 0.199 -0.302 0.37
H -2.4860 1.0720 -1.3570 0.001 0.014 0.045 0.35
```
Positions in Å, forces in eV/Å.

* electronic energy: -9359.611 eV
* total charge: 0
* multiplicity: 1
* largest force on an atom: 4.46 eV/Å
* relative energy (zero: lowest compared OMol25 entry of this formula, charge and spin): 11.583 eV
* LUMO level: -2.317 eV


DFT (wB97M-V/def2-TZVPD) results for a molecular structure, C26H28N4O2STi at a distorted geometry.

XYZ file:
```
62
Properties=species:S:1:pos:R:3:forces:R:3:nbo_charge:R:1
Ti -0.7697 -0.0198 -0.1124 1.303 0.653 0.408 1.67
C -4.5918 -1.9737 0.2202 -0.051 -0.018 0.004 -0.70
C -3.6701 -0.8068 0.0162 0.222 0.016 0.039 0.59
O -2.4436 -1.0244 0.1373 -0.773 -0.483 -0.069 -0.65
C -4.1648 0.5133 -0.2742 -0.108 0.097 0.012 -0.31
C -5.5517 0.7806 -0.2385 0.029 -0.039 -0.001 -0.13
C -6.0426 2.0430 -0.4285 -0.061 0.017 -0.001 -0.27
C -5.1451 3.0970 -0.6650 0.036 0.020 -0.003 -0.15
C -3.7939 2.8762 -0.7243 -0.037 -0.127 -0.044 -0.30
C -3.2617 1.5768 -0.5486 -0.023 0.045 -0.055 0.49
O -1.9722 1.4088 -0.6579 -0.105 0.148 0.099 -0.78
H -3.9938 -2.8743 0.3261 0.008 0.001 0.003 0.25
H -5.2802 -2.0861 -0.6179 0.029 0.023 -0.015 0.24
H -5.1944 -1.8378 1.1204 0.028 0.028 0.007 0.24
H -6.2412 -0.0308 -0.0437 0.022 0.001 0.002 0.21
H -7.1073 2.2278 -0.3908 0.011 0.009 0.000 0.22
H -5.5251 4.1017 -0.8055 -0.006 -0.009 -0.002 0.21
H -3.0955 3.6792 -0.9178 0.008 0.000 0.003 0.22
S 1.7241 -3.3736 1.6715 0.033 0.018 0.067 0.33
C 1.3689 -2.3600 3.0528 -0.008 0.031 0.030 -0.25
C 1.7247 -2.5496 4.3771 -0.001 -0.006 -0.034 -0.20
C 1.3342 -1.6061 5.3191 -0.025 0.049 0.043 -0.25
C 0.5914 -0.4933 4.9327 0.027 -0.035 0.020 -0.21
C 0.2282 -0.3028 3.6088 0.010 -0.044 -0.006 -0.27
C 0.6202 -1.2402 2.6499 -0.047 0.133 0.088 0.22
N 0.3570 -1.1713 1.3052 -0.288 0.127 -0.304 -0.70
C 0.9216 -2.2120 0.6297 0.089 -0.101 -0.231 0.01
C 0.8737 -2.2835 -0.7868 0.171 -0.269 0.025 -0.15
C 1.4861 -3.3480 -1.4940 0.034 -0.007 -0.053 -0.21
C 1.4669 -3.3714 -2.8671 -0.056 0.062 -0.007 -0.22
C 0.8202 -2.3513 -3.5807 0.051 -0.073 -0.034 -0.28
C 0.1965 -1.3249 -2.8903 -0.042 0.074 0.089 -0.16
C 0.2010 -1.2389 -1.4931 -0.132 -0.106 0.017 -0.51
H 2.2994 -3.4173 4.6758 -0.003 0.001 -0.015 0.22
H 1.6050 -1.7393 6.3583 0.002 -0.007 -0.013 0.21
H 0.2878 0.2320 5.6771 0.003 -0.005 -0.002 0.21
H -0.3647 0.5591 3.3232 -0.003 -0.004 -0.043 0.21
H 1.9735 -4.1560 -0.9579 -0.001 0.034 0.037 0.20
H 1.9417 -4.1867 -3.3992 0.002 0.001 0.002 0.21
H 0.7978 -2.3817 -4.6634 -0.014 0.019 0.005 0.20
H -0.3232 -0.5628 -3.4656 0.001 -0.006 -0.025 0.18
C 0.7310 2.3377 -2.3396 -0.025 -0.009 -0.021 -0.40
N 2.0099 1.9075 -1.7962 -0.010 0.008 0.147 -0.45
C 2.8229 1.0983 -2.7049 0.012 -0.001 -0.032 -0.41
C 2.0464 1.6108 -0.4554 0.033 0.016 -0.197 0.68
N 0.9452 1.4721 0.2250 -0.438 -0.217 0.008 -0.86
N 3.2798 1.4739 0.1089 0.024 -0.140 -0.026 -0.44
C 3.4036 0.7479 1.3618 0.009 0.037 0.047 -0.41
C 4.4454 2.2017 -0.3518 -0.020 0.068 0.034 -0.41
H 0.9176 2.8979 -3.2564 0.005 -0.006 0.000 0.20
H 0.2242 2.9734 -1.6193 -0.001 0.011 -0.008 0.23
H 0.0681 1.4990 -2.5671 0.016 -0.019 0.001 0.20
H 2.5413 0.0441 -2.6633 -0.017 -0.023 0.010 0.22
H 3.8849 1.1948 -2.4950 -0.011 -0.023 0.003 0.20
H 2.6524 1.4551 -3.7193 0.001 0.031 0.010 0.21
H 1.1389 1.4564 1.2209 0.071 -0.010 -0.013 0.36
H 3.0084 1.3022 2.2204 0.024 0.040 0.001 0.19
H 4.4589 0.5637 1.5514 0.010 -0.049 -0.040 0.21
H 2.8867 -0.2096 1.2988 -0.017 0.004 0.003 0.23
H 4.1550 2.9057 -1.1268 0.003 0.010 0.003 0.22
H 5.2127 1.5309 -0.7476 0.001 -0.002 0.012 0.19
H 4.8797 2.7653 0.4772 -0.007 0.002 0.015 0.20
```
Positions in Å, forces in eV/Å.

* electronic energy: -71424.063 eV
* total charge: 0
* multiplicity: 3
* largest force on an atom: 1.51 eV/Å
* relative energy (zero: lowest compared OMol25 entry of this formula, charge and spin): 0.000 eV
* LUMO level (alpha / beta): -0.076 / -0.239 eV
* expectation value of S²: 2.0211


DFT (wB97M-V/def2-TZVPD) results for a molecular structure, C16H31BeF3P2 at a distorted geometry.

XYZ file:
```
53
Properties=species:S:1:pos:R:3:forces:R:3:nbo_charge:R:1
P 3.5273 4.2887 -2.1152 0.199 1.639 -2.014 0.71
P 0.4810 3.0686 -3.9668 -0.397 0.567 -1.718 0.85
C 3.0659 4.0809 -3.8896 0.271 0.251 0.042 -0.72
C 1.6250 4.4862 -4.2290 0.280 -0.006 -0.276 -0.73
H 3.2108 3.0030 -4.0793 0.092 0.389 -0.067 0.25
H 3.7793 4.6377 -4.5139 -0.099 -0.129 0.199 0.23
H 1.2289 5.2857 -3.5755 0.310 -0.205 -0.578 0.22
H 1.5591 4.8149 -5.2844 0.154 0.012 0.529 0.22
C 0.9994 2.0009 -5.4022 0.430 -0.125 0.209 -0.94
H 0.3015 1.1774 -5.5641 -0.059 0.075 0.190 0.24
H 1.9799 1.5619 -5.2330 0.074 -0.145 0.039 0.23
H 1.0392 2.5842 -6.3268 0.002 0.062 0.107 0.21
C -0.8210 3.8885 -5.0365 -0.423 0.169 0.395 -0.93
H -0.3765 4.2968 -5.9546 -0.007 -0.163 0.259 0.21
H -1.2732 4.7146 -4.4785 -0.045 -0.004 -0.151 0.22
H -1.6182 3.1920 -5.3161 0.208 0.083 0.083 0.23
C 5.3303 4.6379 -2.2068 0.129 -0.151 0.354 -0.92
H 5.8278 4.2564 -1.3052 -0.061 0.150 -0.268 0.26
H 5.4869 5.7243 -2.2706 -0.064 -0.344 -0.002 0.24
H 5.7766 4.1660 -3.0924 -0.205 0.019 0.292 0.25
C 2.8171 5.8984 -1.6251 0.195 0.210 0.180 -0.94
H 1.7756 5.9969 -1.9383 0.181 -0.073 0.150 0.24
H 3.4068 6.6993 -2.0829 -0.202 -0.012 0.078 0.23
H 2.8511 5.9932 -0.5336 0.080 -0.014 -0.239 0.26
Be 2.8753 2.9248 -0.8638 -0.107 -2.625 1.371 1.38
C -4.3730 -0.4877 -3.3679 -0.069 -0.390 -0.245 -0.19
C -3.5900 -0.6678 -4.4370 -0.034 0.155 -0.087 -0.18
C -2.1467 -0.2492 -4.6155 0.601 0.012 0.410 -0.44
C -1.3574 0.0551 -3.2982 -0.841 -0.701 0.204 -0.48
C -1.5337 1.4688 -2.8434 0.140 0.153 1.291 -0.20
C -2.6413 2.2431 -3.0361 0.204 1.005 0.136 -0.22
C -3.9978 1.8975 -2.5242 -0.860 -1.247 -1.466 -0.43
C -4.1384 0.3919 -2.1742 -0.276 0.613 0.717 -0.46
C 3.2853 3.1764 0.7595 -0.469 0.679 0.133 -1.45
H -5.3232 -1.0286 -3.3061 0.160 0.295 -0.488 0.20
H -3.9899 -1.1996 -5.3127 0.051 -0.039 0.568 0.20
H -2.0402 0.6152 -5.3149 -0.159 -0.514 0.456 0.21
H -1.6335 -1.0960 -5.1034 -0.204 0.220 0.060 0.21
H -1.6147 -0.6638 -2.5007 0.069 -0.121 -0.407 0.23
H -0.2789 -0.0993 -3.4680 -0.309 0.191 -0.016 0.23
H -0.7561 1.8090 -2.1286 0.068 0.266 -1.763 0.25
H -2.5848 3.2737 -3.4640 0.408 -0.270 1.778 0.20
H -4.7704 2.1848 -3.2564 -0.105 -0.151 0.232 0.20
H -4.2138 2.5103 -1.6260 0.498 -0.211 -0.327 0.22
H -3.2804 0.0765 -1.5642 -0.179 0.141 -0.188 0.22
H -5.0073 0.3171 -1.5081 0.117 -0.172 -0.158 0.21
H 2.5563 2.6363 1.3926 0.609 0.141 -0.016 0.23
H 3.3215 4.2292 1.0766 0.022 -0.218 0.207 0.19
H 4.3029 2.7726 0.8644 -0.220 -0.157 0.256 0.23
F 3.3432 0.2625 -0.6537 -0.592 0.317 -0.406 -0.37
C 2.5129 1.1802 -1.2615 0.070 1.122 0.048 0.43
F 2.5588 0.8775 -2.6105 -0.037 -0.443 0.079 -0.40
F 1.2270 0.8573 -0.8653 0.401 -0.308 -0.169 -0.39
```
Positions in Å, forces in eV/Å.

* electronic energy: -44223.155 eV
* total charge: 0
* multiplicity: 1
* largest force on an atom: 2.96 eV/Å
* relative energy (zero: lowest compared OMol25 entry of this formula, charge and spin): 1.282 eV
* LUMO level: 0.274 eV